1.
Computed, not measured: the molecule ClFN2O3, with ωB97M-V/def2-TZVPD.

Values from the calculation:
net charge = 0
gap between HOMO and LUMO (spin up / spin down) = 8.53 / 8.53 eV
M = 130.46 g/mol
multiplicity = 1
SMILES = O=[N+]([O-])N(F)OCl
HOMO (spin up / spin down) = -0.392 / -0.392 hartree

Last column: Löwdin charge in e.
Cartesian coordinates (Å):
O (-0.57485, 1.62724, -0.31581)  0.142
N (-0.95286, 0.60079, 0.12746)  -0.317
O (-1.83777, 0.18113, 0.71361)  0.194
N (0.01429, -0.72081, -0.54487)  -0.089
F (-0.11990, -1.77880, 0.41470)  -0.033
O (1.14870, -0.33165, -0.81631)  -0.408
Cl (2.32240, 0.42210, 0.42123)  0.510

Forces on the atoms, in the same order (eV/Å):
O -0.1647 0.0389 0.4285
N 2.7744 -0.7310 -2.3836
O -2.3114 -0.3717 1.8246
N -1.9655 0.7734 0.7985
F 0.7200 0.9312 -0.3938
O 1.4694 -0.5447 -0.5222
Cl -0.5222 -0.0962 0.2481

***

2.
Computed, not measured: a structure of composition C24H31ClN2O3, with ωB97M-V/def2-TZVPD.

Values from the calculation:
net charge = 0
gap between HOMO and LUMO = 8.46 eV
M = 430.98 g/mol
multiplicity = 1
HOMO = -0.288 hartree

Last column: Löwdin charge in e.
Cartesian coordinates (Å):
C (3.87433, 3.37058, 0.75575)  -0.074
H (3.57184, 4.19596, -0.09584)  0.153
O (2.74520, 2.93164, 1.32771)  -0.038
C (1.78833, 2.41703, 0.78744)  -0.463
C (0.81793, 2.15970, 1.57448)  0.008
C (-0.29727, 1.31994, 1.17868)  -0.057
C (-0.41322, 1.08006, -0.07208)  -0.158
C (0.74614, 1.53408, -1.17809)  0.094
C (1.85266, 2.16041, -0.59626)  0.013
H (2.50946, 2.54584, -1.21309)  0.050
H (0.65387, 1.18485, -2.19671)  0.100
C (-1.39452, 0.22739, -0.94390)  -0.232
N (-2.30533, 1.39766, -1.76424)  -0.067
C (-2.70056, 2.37743, -1.16350)  -0.441
C (-3.67811, 2.44792, -0.14820)  -0.129
C (-5.03801, 1.72647, -0.50995)  -0.189
C (-4.74850, 0.54364, -1.20122)  -0.255
C (-3.56154, 0.60036, -2.19818)  -0.148
H (-3.32894, -0.42560, -2.90542)  0.176
H (-3.92018, 1.16804, -3.01150)  0.075
H (-4.27723, -0.26460, -0.54541)  0.118
H (-5.53270, -0.17522, -1.64600)  0.146
H (-5.79590, 1.50412, 0.12018)  0.087
H (-5.47450, 2.29649, -1.27961)  0.107
H (-3.81539, 3.32403, 0.06457)  0.025
H (-3.45975, 1.78418, 0.70709)  0.136
H (-1.78715, 3.08250, -0.66342)  0.198
H (-3.01726, 2.98208, -2.06576)  0.162
C (-1.04161, -0.90344, -1.62097)  -0.297
N (0.10380, -1.46643, -1.22172)  0.089
C (0.29383, -2.83289, -0.93141)  -0.556
O (-0.57254, -3.46308, -0.86417)  0.231
C (1.68129, -3.21198, -0.54231)  -0.567
C (1.77328, -4.27510, 0.43822)  0.015
H (1.01027, -5.04434, 0.11160)  0.130
H (2.69425, -5.06133, 0.26336)  0.178
H (1.63355, -4.06111, 1.28139)  -0.037
C (2.20597, -3.63228, -1.68938)  -0.055
H (2.33475, -2.70276, -2.53349)  0.186
H (1.87190, -4.51113, -2.25223)  0.136
H (3.23089, -3.77401, -1.62138)  0.077
O (2.46601, -2.25936, 0.20685)  0.032
C (2.26536, -1.52204, 1.29429)  -0.303
C (1.03220, -1.58471, 2.01204)  -0.036
C (0.99673, -1.13949, 3.12731)  -0.241
C (1.75459, -0.22473, 3.59749)  -0.780
C (2.95385, -0.02063, 2.98894)  -0.120
C (3.07199, -0.58758, 1.74803)  -0.041
H (4.17026, -0.64288, 1.04301)  0.209
H (3.91894, 0.40426, 3.45091)  0.152
Cl (1.68581, 0.41407, 5.14474)  0.747
H (-0.03756, -1.24649, 3.62920)  0.173
H (0.12164, -2.27179, 1.30677)  0.232
H (0.87827, -0.84481, -1.14985)  0.116
H (-1.03560, -0.46948, -2.73043)  0.158
H (-1.92350, -1.84416, -1.70201)  0.210
H (-2.08305, -0.04576, -0.06933)  0.146
H (-1.06468, 0.88460, 1.80249)  0.128
H (0.78888, 2.03929, 2.64773)  0.116
H (4.15107, 2.47793, 0.34428)  0.058
H (4.65547, 3.92666, 1.37249)  0.122

Forces on the atoms, in the same order (eV/Å):
C 0.3596 4.4491 -2.6637
H 0.9568 -1.9197 1.5821
O 5.4355 4.7335 7.6197
C -1.2168 -1.1111 -5.5168
C -7.1129 -4.4065 4.0026
C 0.6853 1.5732 1.7398
C 2.7894 -1.7316 -11.1461
C -0.9784 -0.1548 5.4364
C -6.3383 -2.8278 -0.0625
H 3.7788 1.6549 -2.5688
H -0.0792 0.4034 -0.1075
C -5.2784 7.5645 7.9176
N 4.4593 -16.7645 -5.4069
C 0.8410 13.4669 3.5396
C -3.0291 -11.3013 1.3264
C 1.8717 3.3070 -2.2124
C 3.3911 -8.2285 -1.4160
C 0.7606 -0.9742 -2.8898
H -0.3397 2.4796 2.8617
H -0.4660 1.2723 -1.2431
H -0.7367 0.8674 0.4474
H 0.4965 1.8773 0.3219
H -1.9174 0.0724 3.0933
H -1.0163 1.6096 -0.9403
H -1.6068 9.4714 2.9290
H 0.9291 0.8644 0.2962
H -1.7010 -1.6944 -1.5591
H -0.4482 0.9671 1.0083
C -3.9276 -3.7818 -7.2141
N 4.4902 -1.8971 0.7389
C 9.8576 12.6050 0.6408
O -13.4842 -11.7579 0.4747
C -2.1379 1.6214 7.0975
C 1.3432 -9.9797 -12.3989
H 0.1280 0.6531 0.7856
H -1.5567 2.6899 0.6624
H -1.7822 3.1612 12.4608
C 4.9023 1.6682 -10.3279
H -1.0502 -2.2484 1.9013
H -0.7772 0.3528 0.7120
H 2.2379 -0.7516 0.6177
O 2.6072 2.2474 -2.9387
C -5.3208 -1.2063 -0.7207
C -0.4653 -8.5137 -14.9294
C -10.0561 1.2696 9.7189
C 6.2016 3.3683 2.9134
C 2.5168 1.0838 -0.1400
C 7.3986 -0.1200 -2.9958
H -3.0519 0.7562 2.4275
H -2.1654 -0.0937 -0.6366
Cl -0.9169 0.7469 2.0978
H 1.6159 0.0140 -0.2138
H 2.6022 2.2001 3.1401
H 0.7089 0.1656 0.1426
H 0.3691 -1.3525 1.1638
H 2.4118 2.9483 0.5109
H 0.1831 -0.0919 -1.0269
H 0.1668 0.2990 0.7513
H 1.2430 1.4570 0.2962
H 2.7045 -1.7503 -1.9956
H -1.4859 -1.2825 -0.1046